{
  "formula": "CHLiOPt",
  "method": "ωB97M-V/def2-TZVPD",
  "e_lumo_ev": [-0.3, -1.8],
  "multiplicity": 3,
  "orbital_gap_ev": [6.04, 7.90],
  "species": ["H", "O", "C", "Pt", "Li"],
  "coordinates": [[-0.10409, -0.81416, 0.51909], [1.08663, 1.32831, 0.05766], [1.09112, 0.53660, 0.87807], [-0.79940, -1.23046, -1.09279], [-1.27426, 0.17971, -0.36203]],
  "forces_ev_per_angstrom": [[-0.6353, -0.8125, -0.8718], [-0.2514, 0.1589, -0.3250], [0.7451, 0.3476, 0.6518], [3.2059, -8.7699, -3.8777], [-3.0643, 9.0760, 4.4227]],
  "mulliken_charge": [-0.319, -0.219, 0.108, -0.086, 0.516]
}

---

{
  "formula": "CHLiOSn",
  "method": "ωB97M-V/def2-TZVPD",
  "e_lumo_ev": [-0.6, -0.6],
  "de_lowest_kcal_mol": 40.6,
  "multiplicity": 1,
  "orbital_gap_ev": [5.65, 5.66],
  "species": ["H", "O", "C", "Sn", "Li"],
  "coordinates": [[-1.00786, 0.75846, -1.32143], [0.31757, 0.11337, 0.84557], [0.36559, -0.16125, -0.49826], [-1.58368, -0.35493, 0.43559], [1.90838, -0.35565, 0.53853]],
  "forces_ev_per_angstrom": [[0.3952, -0.1228, 1.4615], [1.9308, 1.5497, 0.6515], [-1.8610, -1.1099, -0.1899], [-1.7963, -0.3939, -1.9980], [1.3313, 0.0770, 0.0749]],
  "mulliken_charge": [-0.072, -0.415, -0.531, 0.159, 0.859]
}

---

Calculated total energy for every record listed, in sequence, given in Eh: -240.5368, -335.5905.